Arrangement i

This record from OMol25 describes a single C2H2N3P molecule. The level of theory is wB97M-V/def2-TZVPD.

Each line ends with the natural charge from an NBO analysis.
CARTESIAN COORDINATES (ANGSTROEM)
N  2.479  -0.201  0.698  -0.22
H  -0.286  1.327  0.857  0.42
C  -0.840  -1.681  -0.406  -0.05
C  1.469  -0.184  0.127  -0.14
P  0.193  0.162  -1.046  1.10
N  -0.946  -2.566  0.295  -0.39
N  -0.642  1.241  -0.096  -1.17
H  -1.427  1.901  -0.429  0.44

Results
HOMO-LUMO gap, Ha: 0.372
Structure (SMILES): N#CP(N)C#N
2S+1: 1
Total charge: 0

Arrangement ii

This record from OMol25 describes a molecular structure, C2H2N3P. The level of theory is wB97M-V/def2-TZVPD.

Each line ends with the natural charge from an NBO analysis.
CARTESIAN COORDINATES (ANGSTROEM)
C  1.443  2.592  0.169  0.38
P  0.044  0.602  -0.016  0.99
C  2.966  -0.919  -1.336  0.16
N  1.438  1.300  -0.084  -0.89
H  -0.977  1.666  0.529  -0.12
H  3.907  -1.121  -1.233  0.20
N  1.772  -0.989  -1.077  -0.34
N  1.445  3.723  0.495  -0.37

Results
HOMO-LUMO gap, Ha: 0.323
2S+1: 1
Total charge: 0

arrangement i takes first place; second place is 0.0780 hartree up.

Arrangement i

This record from OMol25 describes a molecular structure, C42H56BN10RuS4Si. The level of theory is wB97M-V/def2-TZVPD.

Each line ends with the Löwdin spin population.
CARTESIAN COORDINATES (ANGSTROEM)
C  3.344  1.060  3.287  0.00
Si  -1.554  -0.104  2.475  -0.01
N  1.530  -0.872  -3.213  0.00
C  0.903  2.242  1.379  0.00
C  -4.403  3.785  -0.790  0.00
C  4.237  0.364  2.271  0.00
H  2.188  -2.425  -4.545  0.00
H  -0.003  -1.648  -5.974  0.00
S  1.360  -0.901  1.153  0.00
H  6.326  0.525  1.644  0.00
C  0.342  -0.150  4.655  0.00
H  2.330  0.671  3.268  0.00
H  -2.249  1.204  -6.650  0.00
H  5.612  2.060  2.187  0.00
H  4.204  -3.268  -1.205  0.00
H  -1.413  2.308  -4.024  0.00
H  -1.689  -5.483  1.003  0.00
S  0.213  1.153  -1.981  0.04
H  -5.728  -0.156  -1.470  0.00
N  -0.221  -0.241  -4.345  0.01
H  -4.870  3.199  -0.011  0.00
C  2.577  -4.467  -0.344  0.00
N  3.722  0.517  0.860  0.00
C  1.034  0.378  5.738  0.00
H  1.605  -0.277  6.386  0.00
H  -1.056  2.689  3.477  0.00
H  -6.174  4.902  -1.228  0.00
H  -5.116  6.230  -3.028  0.00
C  1.466  -1.653  -4.349  0.00
C  0.495  -0.003  -3.216  0.01
C  -0.427  0.656  3.806  0.00
C  4.478  1.081  -0.163  0.00
H  -2.258  -1.687  -5.438  0.00
H  0.213  3.636  5.349  0.00
C  4.338  -1.130  2.580  0.00
H  0.109  -6.494  -1.280  0.00
H  -0.219  -7.236  0.293  0.00
C  -2.084  1.451  -4.022  0.00
H  -3.520  -0.501  -5.087  0.00
H  3.326  2.137  3.121  0.00
H  6.012  0.807  3.357  0.00
H  3.007  -5.335  0.118  0.00
H  -2.608  -1.242  -3.761  0.00
N  -2.468  1.283  -0.356  0.01
C  -4.539  5.490  -2.487  0.00
N  -0.235  1.945  0.740  0.00
H  -3.107  1.851  2.309  0.00
C  -3.204  5.281  -2.801  0.00
H  4.871  -1.263  3.522  0.00
C  -3.062  3.573  -1.097  0.00
C  -1.321  0.771  -6.278  0.00
N  1.208  -4.225  -0.354  0.02
H  -1.593  -4.712  -0.594  0.00
H  1.446  -6.917  -0.198  0.00
C  5.632  0.980  2.351  0.00
S  -0.523  -2.294  -1.322  0.06
C  0.997  1.743  5.989  0.00
H  -2.731  5.853  -3.589  0.00
H  1.783  -5.625  1.953  0.00
H  3.595  -1.509  -2.676  0.00
C  -1.163  -4.736  0.404  0.00
C  0.256  2.570  5.157  0.00
H  0.844  -4.153  2.245  0.00
H  3.744  0.883  4.286  0.00
H  -2.286  1.176  -2.990  0.00
C  -5.133  4.743  -1.477  0.00
H  1.536  2.159  6.832  0.00
H  -5.409  -1.723  -0.851  0.00
N  2.175  -2.586  -1.408  0.01
C  1.333  3.542  1.569  0.00
C  -2.537  -0.862  -4.782  0.00
N  2.891  -0.175  -1.046  0.00
C  -0.453  2.026  4.092  0.00
H  1.446  1.397  1.755  0.00
H  -1.879  -1.858  4.211  0.00
H  4.243  0.878  -2.338  0.00
H  0.098  -5.746  2.463  0.00
H  -3.979  0.317  2.228  0.00
C  0.386  -1.275  -5.047  0.00
C  -3.888  -0.396  -0.669  0.01
N  -5.050  -0.860  -1.224  0.01
Ru  -0.785  0.021  0.206  0.71
C  2.713  -0.214  0.286  0.00
H  -0.918  -2.481  2.861  0.00
H  -1.295  5.058  0.105  0.00
H  0.830  5.610  1.272  0.00
H  -3.028  1.743  -4.489  0.00
C  0.303  -5.151  0.403  0.00
C  -1.778  -1.855  3.121  0.00
C  -1.534  0.292  -4.841  0.00
B  2.545  -1.272  -2.117  0.00
C  -2.225  2.549  -0.412  -0.01
H  -1.036  -0.037  -6.951  0.00
H  -1.431  4.152  -2.360  0.00
H  -1.315  -3.758  0.855  0.00
H  -3.374  0.920  3.790  0.00
H  3.352  -1.586  2.670  0.00
N  -3.655  0.887  -0.885  0.00
C  -2.470  4.331  -2.103  0.00
C  0.974  -3.058  -1.016  0.01
C  0.426  -6.533  -0.237  0.00
H  2.260  3.730  2.089  0.00
C  -0.986  2.950  0.263  0.00
H  4.889  -1.648  1.791  0.00
C  0.540  4.579  1.116  0.00
H  -2.667  -2.313  2.690  0.00
H  0.388  -1.219  4.479  0.00
C  -0.640  4.279  0.464  0.00
C  3.948  0.669  -1.325  0.00
S  -2.909  -1.459  0.184  0.11
H  5.307  1.736  0.020  0.00
C  0.796  -5.172  1.854  0.00
C  -3.156  0.838  2.721  0.00
C  3.166  -3.455  -0.998  0.00
H  -0.545  1.538  -6.309  0.00

Results
HOMO-LUMO gap (alpha / beta), Ha: 0.221 / 0.241
2S+1: 2
Total charge: 0

Arrangement ii

This record from OMol25 describes a molecular structure, C42H56BN10RuS4Si. The level of theory is wB97M-V/def2-TZVPD.

Each line ends with the Löwdin spin population.
CARTESIAN COORDINATES (ANGSTROEM)
H  -4.520  -2.281  -1.912  0.00
H  1.384  -5.071  3.378  0.00
C  -3.242  2.615  1.525  0.00
H  -0.134  -3.805  -0.712  0.00
C  1.672  -3.748  -3.539  0.00
C  -1.886  3.121  -3.239  0.00
C  1.168  -4.467  -4.607  0.00
C  -0.475  -2.760  -4.949  0.00
N  -1.801  -0.327  -1.831  0.00
H  -2.172  -4.995  2.292  0.00
C  0.139  -6.335  1.601  0.00
N  0.721  2.646  -2.459  0.00
C  -2.587  -1.388  -1.746  0.00
H  3.138  -0.151  -3.597  0.00
H  3.706  3.430  -1.820  0.00
N  0.495  -1.970  2.971  0.00
C  -3.945  -1.373  -2.002  0.00
C  -3.746  0.950  -2.490  0.00
H  -2.248  -3.965  0.858  0.00
H  -1.650  6.498  -3.163  0.00
S  2.406  1.337  -0.811  0.01
C  4.508  2.390  1.520  0.00
C  0.051  -2.040  -3.892  0.00
H  -2.113  -2.319  -1.463  0.00
C  -0.337  -4.966  1.117  0.00
H  3.750  -2.304  -0.161  0.00
C  1.120  -2.533  -3.156  0.01
C  -1.954  5.518  -3.500  0.00
H  3.762  3.129  1.231  0.00
H  4.720  3.145  4.889  0.00
C  0.079  -3.976  -5.310  0.00
H  0.189  1.764  4.888  0.00
N  -2.594  1.415  2.070  0.00
C  -0.010  -2.578  1.887  0.01
H  1.122  -5.020  -0.488  0.00
S  -0.884  -1.809  0.651  0.00
C  0.066  -4.809  -0.351  0.00
H  4.199  -0.294  -2.202  0.00
C  5.390  0.956  3.374  0.00
H  -0.268  -7.088  0.933  0.00
Ru  0.436  -0.039  -0.656  0.87
C  1.007  -4.116  3.084  0.00
C  -2.795  5.397  -4.596  0.00
C  -2.344  0.844  -2.293  0.00
H  2.217  -3.015  0.287  0.00
H  -0.509  -5.509  -0.952  0.00
C  -1.289  1.038  2.115  0.01
Si  1.999  -1.513  -1.776  0.01
C  -1.453  1.917  -2.529  0.00
C  -4.508  2.164  0.791  0.00
S  -0.012  1.691  1.218  0.04
H  -5.614  -0.083  -2.487  0.00
H  1.222  -6.412  1.571  0.00
H  -2.033  2.743  -0.266  0.00
C  -4.543  -0.150  -2.342  0.00
H  3.120  -3.655  -1.087  0.00
H  2.411  3.294  4.604  0.00
C  1.145  -2.924  3.704  0.00
S  2.933  -0.574  1.787  0.03
H  -0.134  -0.828  4.744  0.00
C  -2.408  -0.316  3.422  0.00
N  0.256  -3.912  1.951  0.00
H  -0.865  4.513  -1.963  0.00
H  -4.244  1.390  0.073  0.00
H  -2.944  2.027  -4.750  0.00
H  1.623  -5.407  -4.891  0.00
C  4.418  2.084  3.014  0.00
H  -4.940  2.999  0.248  0.00
H  -1.321  -2.370  -5.496  0.00
N  2.911  3.366  -2.435  0.00
C  1.081  1.589  4.323  0.00
N  -0.188  1.745  -2.111  -0.02
C  -1.503  4.399  -2.826  0.00
H  5.313  0.700  4.429  0.00
H  -2.565  -1.134  4.094  0.00
H  -4.347  0.613  3.019  0.00
H  -0.211  -6.547  2.607  0.00
H  1.653  -2.678  4.613  0.00
C  2.194  2.338  4.186  0.00
C  3.483  -0.828  -2.819  0.00
H  2.528  -4.132  -3.006  0.00
N  3.051  1.672  3.343  0.00
H  5.171  0.075  2.778  0.00
C  1.912  2.542  -1.998  -0.01
C  4.797  3.327  3.820  0.00
C  2.845  -2.750  -0.556  0.00
H  -4.243  3.055  3.418  0.00
C  -2.694  3.010  -4.375  0.00
H  -4.162  1.917  -2.734  0.00
H  -2.632  3.760  3.247  0.00
H  2.616  4.215  -2.888  0.00
H  -3.795  4.018  -5.895  0.00
H  -0.359  -1.074  -3.628  0.00
H  -2.962  4.189  0.105  0.00
H  5.497  2.767  1.272  0.00
H  -0.323  -4.529  -6.145  0.00
C  -3.155  4.132  -5.032  0.00
N  1.228  0.456  3.570  0.01
H  4.324  1.486  0.948  0.00
C  -3.555  3.525  2.719  0.00
H  6.408  1.275  3.164  0.00
H  -5.262  1.773  1.468  0.00
H  3.995  -1.661  -3.294  0.00
H  -3.162  6.278  -5.107  0.00
H  5.830  3.583  3.600  0.00
H  -3.993  4.454  2.368  0.00
C  2.416  0.536  2.934  0.00
H  -1.507  3.825  1.027  0.00
C  -3.289  0.552  2.885  0.00
H  -2.311  -5.717  0.688  0.00
C  -2.372  3.385  0.540  0.00
N  -1.158  -0.001  2.968  0.00
B  0.125  -0.605  3.594  0.00
H  4.182  4.182  3.554  0.00
C  -1.864  -4.901  1.252  0.00

Results
HOMO-LUMO gap (alpha / beta), Ha: 0.214 / 0.219
2S+1: 2
Total charge: 0

arrangement i takes first place; second place is 0.0821 hartree up.

Arrangement i

This record from OMol25 describes a molecular structure, C3H2Br2O2. The level of theory is wB97M-V/def2-TZVPD.

Each line ends with the natural charge from an NBO analysis.
CARTESIAN COORDINATES (ANGSTROEM)
C  -0.258  -0.164  1.172  0.73
C  0.952  0.122  -0.407  -0.11
O  -0.901  -0.456  2.162  -0.51
C  -0.594  -0.040  -0.320  -0.26
O  1.041  0.093  1.005  -0.45
Br  -1.489  1.644  -1.036  0.06
H  1.298  1.077  -0.636  0.21
H  1.483  -0.642  -1.083  0.21
Br  -1.533  -1.633  -0.857  0.13

Results
HOMO-LUMO gap, Ha: 0.381
2S+1: 1
Total charge: 0

Arrangement ii

This record from OMol25 describes 2 unconnected molecules or ions with the total composition C3H2Br2O2. The level of theory is wB97M-V/def2-TZVPD.

Each line ends with the natural charge from an NBO analysis.
CARTESIAN COORDINATES (ANGSTROEM)
H  1.057  1.746  -0.379  0.28
H  -0.328  -2.362  0.359  0.15
O  1.359  0.281  -3.257  -0.42
Br  1.043  -1.839  2.453  -0.01
C  0.555  -1.917  0.599  0.34
C  0.979  0.690  -2.201  0.68
O  1.322  -1.563  -0.270  -0.49
Br  -1.467  0.978  -0.822  0.04
C  0.458  1.415  -1.268  -0.56

Results
HOMO-LUMO gap, Ha: 0.320
Structure (SMILES): O=C=CBr.O=CBr
2S+1: 1
Total charge: 0

arrangement i takes first place; second place is 0.0336 hartree up.

Arrangement i

This record from OMol25 describes a single C3H2Br2O2 molecule. The level of theory is wB97M-V/def2-TZVPD.

Each line ends with the natural charge from an NBO analysis.
CARTESIAN COORDINATES (ANGSTROEM)
Br  -2.357  -1.395  -3.079  0.12
C  -0.911  -1.168  -1.858  0.14
Br  -0.069  -4.047  -1.869  0.32
H  0.506  0.925  -0.015  0.18
H  1.112  -0.011  -1.472  0.12
C  0.533  -0.027  -0.577  0.22
O  -0.833  -0.012  -1.196  -0.50
O  0.793  -1.147  0.068  -0.58
C  -0.300  -2.308  -1.568  -0.02

Results
HOMO-LUMO gap (alpha / beta), Ha: 0.280 / 0.280
2S+1: 1
Total charge: 0

Arrangement ii

This record from OMol25 describes 2 unconnected molecules or ions with the total composition C3H2Br2O2. The level of theory is wB97M-V/def2-TZVPD.

Each line ends with the natural charge from an NBO analysis.
CARTESIAN COORDINATES (ANGSTROEM)
C  -0.877  -0.709  -0.687  -0.65
H  -1.009  -1.671  -0.276  0.27
O  1.739  -0.244  1.144  -0.50
O  1.092  0.022  -1.940  -0.41
C  0.833  0.506  1.423  0.33
H  0.072  0.095  2.060  0.16
Br  0.593  2.342  0.850  -0.01
C  0.097  -0.392  -1.462  0.70
Br  -2.540  0.052  -1.112  0.10

Results
HOMO-LUMO gap, Ha: 0.336
Structure (SMILES): O=C=CBr.O=CBr
2S+1: 1
Total charge: 0

arrangement ii takes first place; second place is 0.1113 hartree up.